# 1
The following is a quantum chemistry calculation of a 2-piece molecular cluster, CH3NO2S overall, from OMol25.

Each line ends with the Löwdin charge.
Positions of all 8 atoms, in Å:
C (-0.466, -0.222, 0.109)  -0.470
N (0.110, 1.123, -0.172)  -0.542
O (1.293, 1.266, -0.327)  0.038
O (-0.694, 1.986, -0.098)  0.079
S (0.698, -1.128, 1.149)  0.748
H (-1.572, -0.194, 0.340)  0.094
H (-0.392, -0.876, -1.195)  0.217
H (1.021, -1.955, 0.193)  -0.164

The calculation puts the total energy at -643.1601 Ha. For the HOMO-LUMO gap, the calculation gives 9.7697 eV. The calculation puts the relative energy (zero: lowest compared OMol25 entry of this formula, charge and spin) at 96.7 kcal per mole.

***

# 2
The following is a quantum chemistry calculation of CH3NO2S as an isolated structure, from OMol25.

Each line ends with the Löwdin charge.
Positions of all 8 atoms, in Å:
C (0.013, -0.569, -0.687)  -0.274
N (0.745, -0.482, 0.584)  -0.145
O (-1.353, 1.237, 0.740)  -0.331
O (0.877, 2.001, -0.008)  -0.292
S (-0.045, 0.918, 0.161)  0.648
H (0.632, -0.849, -1.515)  0.069
H (-1.326, -1.097, -0.573)  0.217
H (0.456, -1.159, 1.299)  0.108

The calculation puts the total energy at -643.1903 Ha. For the HOMO-LUMO gap, the calculation gives 11.1852 eV. The calculation puts the relative energy (zero: lowest compared OMol25 entry of this formula, charge and spin) at 77.7 kcal per mole.

***

# 3
The following is a quantum chemistry calculation of one molecule with the formula CH3NO2S, from OMol25.

Each line ends with the Löwdin charge.
Positions of all 8 atoms, in Å:
C (-2.357, -0.122, 0.930)  -0.514
N (-0.405, 1.602, -0.290)  -0.380
O (-3.147, 0.741, 0.769)  0.058
O (-1.344, -0.542, 0.206)  -0.347
S (-0.431, 0.331, -1.216)  0.942
H (-2.395, -0.912, 1.757)  0.153
H (0.276, 1.802, 0.407)  0.059
H (-1.307, 2.026, -0.293)  0.029

The calculation puts the total energy at -643.2698 Ha. For the HOMO-LUMO gap, the calculation gives 9.4419 eV. The calculation puts the relative energy (zero: lowest compared OMol25 entry of this formula, charge and spin) at 27.8 kcal per mole.

***

# 4
The following is a quantum chemistry calculation of one molecule with the formula CH3NO2S, from OMol25.

Each line ends with the Löwdin charge.
Positions of all 8 atoms, in Å:
C (-0.949, 0.273, -0.749)  -0.209
N (0.797, -0.822, 0.896)  -0.143
O (-1.999, -0.464, -0.263)  -0.108
O (1.572, 0.974, -0.698)  -0.503
S (0.850, -0.299, -0.738)  0.876
H (-1.116, 1.316, -0.846)  0.071
H (-0.040, -1.114, 1.241)  0.000
H (0.884, 0.136, 1.157)  0.017

The calculation puts the total energy at -643.2123 Ha. For the HOMO-LUMO gap, the calculation gives 8.9383 eV. The calculation puts the relative energy (zero: lowest compared OMol25 entry of this formula, charge and spin) at 63.9 kcal per mole.

***

# 5
The following is a quantum chemistry calculation of one molecule with the formula CH3NO2S2, from OMol25.

Each line ends with the Löwdin charge.
Positions of all 9 atoms, in Å:
C (0.963, -0.612, 0.536)  -0.384
N (-1.675, -2.733, 1.664)  -0.782
O (-1.354, -1.914, 2.487)  -0.024
O (-0.465, -2.948, 0.515)  -0.584
S (-3.008, -3.397, 1.339)  0.831
S (-0.058, -1.705, -0.394)  0.865
H (0.332, -0.630, 1.418)  0.013
H (2.001, -0.868, 0.632)  0.040
H (0.960, 0.385, 0.223)  0.024

The calculation puts the total energy at -1041.3293 Ha. For the HOMO-LUMO gap, the calculation gives 7.4720 eV. The calculation puts the relative energy (zero: lowest compared OMol25 entry of this formula, charge and spin) at 101.7 kcal per mole.

***

# 6
The following is a quantum chemistry calculation of a 3-piece molecular cluster, CH3NO2S2 overall, from OMol25.

Each line ends with the Löwdin charge.
Positions of all 9 atoms, in Å:
C (-1.264, 1.695, 0.095)  -0.470
N (-1.405, -0.939, 0.878)  -0.542
O (-1.987, 1.496, -0.803)  0.168
O (-0.607, 1.787, 1.033)  0.193
S (-0.596, -1.922, 0.000)  0.620
S (3.041, -0.822, -0.882)  0.507
H (-2.428, -0.985, 1.173)  0.042
H (3.072, -0.063, 0.147)  -0.258
H (2.175, -0.247, -1.641)  -0.259

The calculation puts the total energy at -1041.4531 Ha. For the HOMO-LUMO gap (alpha / beta), the calculation gives 7.3700 / 7.3711 eV. The calculation puts the relative energy (zero: lowest compared OMol25 entry of this formula, charge and spin) at 24.0 kcal per mole.

***

# 7
The following is a quantum chemistry calculation of a 2-piece molecular cluster, CH3NO3 overall, from OMol25.

Each line ends with the Löwdin charge.
Positions of all 8 atoms, in Å:
C (0.094, 1.413, -1.444)  -0.360
N (0.079, 0.186, -1.533)  0.188
O (-0.127, 2.534, -1.179)  0.161
O (0.424, -0.478, 1.442)  -0.107
O (-0.729, -1.233, 1.772)  -0.105
H (0.278, 0.014, 0.629)  0.028
H (0.444, -0.511, -2.129)  0.079
H (-0.463, -1.928, 2.441)  0.117

The calculation puts the total energy at -320.2672 Ha. For the HOMO-LUMO gap, the calculation gives 10.2070 eV. The calculation puts the relative energy (zero: lowest compared OMol25 entry of this formula, charge and spin) at 47.3 kcal per mole.

***

# 8
The following is a quantum chemistry calculation of a 2-piece molecular cluster, CH3NO3S overall, from OMol25.

Each line ends with the Löwdin charge.
Positions of all 9 atoms, in Å:
C (-0.046, 0.896, -0.046)  -0.370
N (0.614, 0.039, 0.609)  -0.002
O (0.184, -1.414, -1.880)  -0.477
O (-1.150, -2.286, -0.089)  -0.462
O (-0.515, 2.033, 0.401)  0.111
S (0.210, -2.007, -0.564)  0.825
H (-0.088, 0.627, -1.235)  0.172
H (1.130, 0.222, 1.487)  0.104
H (-0.339, 1.891, 1.317)  0.098

The calculation puts the total energy at -718.5215 Ha. For the HOMO-LUMO gap, the calculation gives 10.5055 eV. The calculation puts the relative energy (zero: lowest compared OMol25 entry of this formula, charge and spin) at 31.1 kcal per mole.

***

# 9
The following is a quantum chemistry calculation of one molecule with the formula CH3NO3S, from OMol25.

Each line ends with the Löwdin charge.
Positions of all 9 atoms, in Å:
C (-0.624, 1.212, -0.120)  0.005
N (-0.753, -1.788, -0.157)  0.037
O (1.903, 0.564, -0.655)  -0.229
O (0.981, -0.539, 1.314)  -0.271
O (-0.231, -0.841, -0.818)  -0.312
S (0.796, 0.179, 0.096)  0.625
H (-1.280, 1.310, 0.721)  0.055
H (-0.621, 1.660, -1.092)  0.051
H (-0.169, -1.757, 0.712)  0.038

The calculation puts the total energy at -718.3410 Ha. For the HOMO-LUMO gap (alpha / beta), the calculation gives 10.1036 / 7.8827 eV. The calculation puts the relative energy (zero: lowest compared OMol25 entry of this formula, charge and spin) at 144.4 kcal per mole.

***

# 10
The following is a quantum chemistry calculation of one molecule with the formula CH3NO4S, from OMol25.

Each line ends with the Löwdin charge.
Positions of all 10 atoms, in Å:
C (-0.732, -1.880, -0.351)  -0.356
N (-0.705, 0.259, 0.479)  -0.218
O (-0.895, -2.683, -1.198)  0.154
O (1.292, 1.779, -1.175)  -0.343
O (1.254, 1.264, 1.455)  -0.411
O (-1.378, -0.682, -0.292)  -0.029
S (0.927, 0.502, 0.324)  1.021
H (-0.088, -1.829, 0.512)  0.113
H (-1.213, 0.613, 1.223)  0.102
H (1.539, 2.658, -0.977)  -0.032

The calculation puts the total energy at -793.6625 Ha. For the HOMO-LUMO gap, the calculation gives 10.3862 eV. The calculation puts the relative energy (zero: lowest compared OMol25 entry of this formula, charge and spin) at 45.3 kcal per mole.

***

# 11
The following is a quantum chemistry calculation of an isolated ion of composition CH3NO5P and charge -1, from OMol25.

Each line ends with the Löwdin charge.
Positions of all 11 atoms, in Å:
C (0.940, 1.309, -0.151)  -0.461
N (0.672, 0.452, 0.797)  -0.020
O (0.317, -1.415, -0.935)  -0.349
O (1.873, 2.099, -0.090)  -0.028
O (-0.038, -1.987, 1.670)  -0.313
O (-2.139, -0.263, -1.124)  -0.118
O (-1.844, -0.500, 0.254)  -0.310
P (-0.069, -1.146, 0.483)  0.412
H (0.146, 1.398, -0.910)  0.125
H (1.432, 0.394, 1.451)  0.101
H (-1.290, -0.340, -1.444)  -0.039

The calculation puts the total energy at -812.3085 Ha. For the HOMO-LUMO gap, the calculation gives 9.3226 eV. The calculation puts the relative energy (zero: lowest compared OMol25 entry of this formula, charge and spin) at 0.0 kcal per mole. The charge is -1.

***

# 12
The following is a quantum chemistry calculation of one molecule with the formula CH3NOP2, from OMol25.

Each line ends with the Löwdin charge.
Positions of all 8 atoms, in Å:
C (0.684, -1.508, -0.357)  -0.640
N (-0.397, 1.350, 1.904)  -0.350
O (1.075, -1.811, -1.451)  -0.032
P (-1.064, -1.031, 0.029)  0.772
P (-0.606, 1.142, 0.382)  0.281
H (1.374, -1.525, 0.446)  0.052
H (0.520, 1.652, -0.490)  -0.007
H (-1.587, 1.732, -0.463)  -0.077

The calculation puts the total energy at -852.4127 Ha. For the HOMO-LUMO gap (alpha / beta), the calculation gives 7.3227 / 7.5422 eV. The calculation puts the relative energy (zero: lowest compared OMol25 entry of this formula, charge and spin) at 76.7 kcal per mole.

***

# 13
The following is a quantum chemistry calculation of a 2-piece molecular cluster, CH3NOP2S overall, from OMol25.

Each line ends with the Löwdin charge.
Positions of all 9 atoms, in Å:
C (-2.454, -0.291, -0.738)  -0.087
N (-1.793, -0.283, 0.320)  -0.241
O (-0.303, 0.243, 2.365)  -0.495
P (-0.617, -0.742, 1.378)  0.674
P (2.995, 0.903, -0.311)  0.185
S (4.752, 0.848, -1.092)  -0.021
H (-2.028, 0.065, -1.618)  0.046
H (-3.560, -0.418, -0.931)  0.097
H (3.008, -0.326, 0.628)  -0.157

The calculation puts the total energy at -1250.7350 Ha. For the HOMO-LUMO gap, the calculation gives 7.4089 eV. The calculation puts the relative energy (zero: lowest compared OMol25 entry of this formula, charge and spin) at 53.1 kcal per mole.

***

# 14
The following is a quantum chemistry calculation of one molecule with the formula CH3NOS, from OMol25.

Each line ends with the Löwdin charge.
Positions of all 7 atoms, in Å:
C (2.313, -0.316, -0.190)  -0.308
N (-0.490, 0.469, 0.118)  -0.425
O (3.465, -0.292, -0.018)  0.061
S (0.914, 1.427, 0.127)  0.634
H (1.475, -1.022, -0.512)  0.073
H (-0.277, -0.231, -0.561)  -0.029
H (-0.665, 0.123, 1.022)  -0.007

The calculation puts the total energy at -568.0138 Ha. For the HOMO-LUMO gap, the calculation gives 9.1262 eV. The calculation puts the relative energy (zero: lowest compared OMol25 entry of this formula, charge and spin) at 54.6 kcal per mole.

***

# 15
The following is a quantum chemistry calculation of a 2-piece molecular cluster, CH3NOS overall, from OMol25.

Each line ends with the Löwdin charge.
Positions of all 7 atoms, in Å:
C (1.029, 0.651, -0.579)  -0.071
N (0.474, 0.094, 0.405)  -0.157
O (-0.641, -0.862, 0.278)  -0.096
S (3.621, -0.982, 0.231)  0.016
H (0.614, 0.635, -1.674)  0.055
H (0.821, 0.298, 1.324)  0.111
H (-1.005, -0.721, -0.695)  0.142

The calculation puts the total energy at -567.8229 Ha. For the HOMO-LUMO gap (alpha / beta), the calculation gives 6.5186 / 6.5217 eV. The calculation puts the relative energy (zero: lowest compared OMol25 entry of this formula, charge and spin) at 174.3 kcal per mole.

***

# 16
The following is a quantum chemistry calculation of one molecule with the formula CH3NOS, from OMol25.

Each line ends with the Löwdin charge.
Positions of all 7 atoms, in Å:
C (-1.121, -0.165, -0.294)  -0.130
N (-0.339, 0.798, -0.184)  -0.368
O (1.664, -1.071, -0.214)  -0.648
S (1.368, 0.606, -0.093)  0.908
H (-2.217, 0.105, -0.519)  0.106
H (-0.651, -1.195, -0.090)  0.089
H (1.295, 0.922, 1.395)  0.042

The calculation puts the total energy at -567.9619 Ha. For the HOMO-LUMO gap, the calculation gives 9.9086 eV. The calculation puts the relative energy (zero: lowest compared OMol25 entry of this formula, charge and spin) at 87.1 kcal per mole.

***

# 17
The following is a quantum chemistry calculation of a 2-piece molecular cluster, CH3NOS overall, from OMol25.

Each line ends with the Löwdin charge.
Positions of all 7 atoms, in Å:
C (0.256, 0.330, -1.697)  -0.110
N (0.622, -0.467, -2.446)  0.046
O (-0.736, 1.000, 2.238)  -0.556
S (-0.289, -0.333, 1.320)  0.690
H (0.745, 0.137, 0.762)  -0.224
H (0.661, -1.218, -3.157)  0.102
H (-1.260, 0.550, 2.980)  0.052

The calculation puts the total energy at -567.9833 Ha. For the HOMO-LUMO gap, the calculation gives 9.0049 eV. The calculation puts the relative energy (zero: lowest compared OMol25 entry of this formula, charge and spin) at 73.7 kcal per mole.

***

# 18
The following is a quantum chemistry calculation of one molecule with the formula CH3NOS2, from OMol25.

Each line ends with the Löwdin charge.
Positions of all 8 atoms, in Å:
C (0.702, 0.350, 0.288)  -0.495
N (-0.102, -0.775, 0.583)  -0.185
O (-1.427, -0.451, 0.393)  -0.570
S (0.027, 1.233, -1.253)  0.439
S (-1.695, 0.069, -1.220)  0.533
H (0.617, 1.094, 1.080)  0.075
H (1.736, 0.076, 0.105)  0.082
H (0.141, -1.596, 0.025)  0.121

The calculation puts the total energy at -966.1861 Ha. For the HOMO-LUMO gap, the calculation gives 8.6237 eV. The calculation puts the relative energy (zero: lowest compared OMol25 entry of this formula, charge and spin) at 39.3 kcal per mole.

***

# 19
The following is a quantum chemistry calculation of CH3NOS2 as an isolated structure, from OMol25.

Each line ends with the Löwdin charge.
Positions of all 8 atoms, in Å:
C (-0.863, 1.311, -0.022)  -0.411
N (1.008, -2.086, -0.170)  -0.044
O (0.181, -1.452, 0.503)  -0.402
S (-2.288, 0.440, 0.090)  0.420
S (-1.934, -1.439, -0.136)  0.277
H (-0.945, 2.335, 0.421)  0.020
H (0.147, 0.893, -0.170)  0.017
H (1.505, -2.903, 0.367)  0.125

The calculation puts the total energy at -966.0466 Ha. The multiplicity is 3. For the HOMO-LUMO gap (alpha / beta), the calculation gives 6.5463 / 6.9132 eV. The calculation puts the relative energy (zero: lowest compared OMol25 entry of this formula, charge and spin) at 75.0 kcal per mole.

***

# 20
The following is a quantum chemistry calculation of one molecule with the formula CH3NS2, from OMol25.

Each line ends with the Löwdin charge.
Positions of all 7 atoms, in Å:
C (-0.827, 0.015, 0.511)  -0.806
H (1.918, -1.013, -1.035)  -0.196
H (-0.052, 1.329, -0.693)  0.070
H (-0.611, -0.623, 1.296)  0.011
N (0.139, 0.688, 0.045)  -0.283
S (1.890, -0.203, 0.002)  0.733
S (-2.457, -0.193, -0.126)  0.470

The calculation puts the total energy at -890.9535 Ha. For the HOMO-LUMO gap, the calculation gives 7.2715 eV. The calculation puts the relative energy (zero: lowest compared OMol25 entry of this formula, charge and spin) at 46.9 kcal per mole.